{
  "formula": "C5H13NO",
  "method": "ωB97M-V with the def2-TZVPD basis set",
  "fmax_ev_per_a": 1.90,
  "e_lumo_ha": 0.0367,
  "charge": 0,
  "smiles": "CN[C@@H](C)[C@H](C)O",
  "symbols": ["C", "N", "C", "C", "C", "C", "O", "H", "H", "H", "H", "H", "H", "H", "H", "H", "H", "H", "H", "H"],
  "coordinates": [[1.9350, -0.7847, -1.1883], [0.5045, -0.6276, -0.9735], [0.1383, 0.3443, 0.0858], [0.4226, 1.7857, -0.3429], [-1.3194, 0.1374, 0.5739], [-1.4734, -0.8199, 1.7053], [-2.1055, -0.3551, -0.5469], [2.5982, -0.7434, -0.3137], [2.3817, -0.0732, -1.8964], [2.0547, -1.7095, -1.7616], [0.3052, -1.5018, -0.4884], [0.8525, 0.1363, 0.9226], [-0.2440, 2.0616, -1.1717], [0.3550, 2.3590, 0.5734], [1.4023, 1.7987, -0.8275], [-1.6609, 1.1694, 0.7655], [-0.7200, -1.6067, 1.6937], [-2.4514, -1.2824, 1.8114], [-1.2767, -0.3613, 2.6740], [-1.6987, 0.0734, -1.2948]],
  "atomic_forces_ev_per_a": [[0.78, 0.39, -1.38], [-0.18, -0.30, 1.20], [1.51, -0.22, 0.34], [-0.11, -1.37, -0.83], [-0.11, 0.50, -1.83], [0.38, -0.32, 1.30], [0.13, 0.20, 1.18], [-0.32, -0.30, 0.24], [-0.48, 0.38, 0.21], [0.15, -0.19, 0.53], [-0.67, -0.18, -0.61], [-0.59, 0.24, 0.01], [-0.28, 0.36, 0.57], [0.04, 0.74, -0.35], [0.18, 0.33, 0.56], [-0.25, -0.46, 0.57], [-0.04, -0.29, -0.46], [-0.13, 0.11, -0.44], [-0.03, 0.45, 0.00], [0.03, -0.08, -0.81]]
}

=====

{
  "formula": "C26H57F9N6O2Si",
  "method": "ωB97M-V with the def2-TZVPD basis set",
  "fmax_ev_per_a": 0.79,
  "e_lumo_ha": 0.0038,
  "charge": 0,
  "smiles": "CNC[Si@](N)(CCC(F)(F)C(F)(F)C(F)(F)C(F)(F)F)ON=O.CCN(CC)CC.CCN(CC)CC.CCN(CC)CC",
  "symbols": ["C", "N", "C", "Si", "N", "C", "C", "C", "F", "F", "C", "F", "F", "C", "F", "F", "C", "F", "F", "F", "O", "N", "O", "H", "H", "H", "H", "H", "H", "H", "H", "H", "H", "H", "H", "C", "C", "N", "C", "C", "C", "C", "H", "H", "H", "H", "H", "H", "H", "H", "H", "H", "H", "H", "H", "H", "H", "C", "C", "N", "C", "C", "C", "C", "H", "H", "H", "H", "H", "H", "H", "H", "H", "H", "H", "H", "H", "H", "H", "C", "C", "N", "C", "C", "C", "C", "H", "H", "H", "H", "H", "H", "H", "H", "H", "H", "H", "H", "H", "H", "H"],
  "coordinates": [[1.1644, -3.6989, -0.4383], [1.9798, -2.5122, -0.7081], [3.3449, -2.8435, -1.1342], [3.4159, -2.9730, -3.0160], [4.4538, -4.3298, -3.3933], [4.0229, -1.3133, -3.6968], [5.4014, -1.3489, -4.3729], [6.2556, -0.1434, -4.0888], [5.5460, 0.9859, -4.3708], [7.3560, -0.1341, -4.8771], [6.7604, 0.0376, -2.6314], [5.7294, 0.4146, -1.8287], [7.6896, 1.0294, -2.6158], [7.3908, -1.2083, -1.9584], [6.4362, -2.1623, -1.7706], [7.8360, -0.8022, -0.7412], [8.6043, -1.8581, -2.6781], [9.4425, -0.9349, -3.1374], [8.1900, -2.6183, -3.6957], [9.2447, -2.6431, -1.7992], [1.8851, -3.3278, -3.6530], [1.7711, -4.6007, -4.3162], [1.2862, -5.4011, -3.6428], [1.7757, -4.5240, -0.0796], [0.5931, -3.9836, -1.3117], [0.4509, -3.4230, 0.3301], [2.0212, -1.9571, 0.1295], [3.9866, -2.0100, -0.8606], [3.7545, -3.7350, -0.6499], [4.7113, -4.3843, -4.3717], [5.3216, -4.2808, -2.8733], [3.3023, -0.9723, -4.4325], [3.9648, -0.5998, -2.8856], [5.9492, -2.2530, -4.1444], [5.2598, -1.3515, -5.4474], [2.1463, 0.6048, 3.4096], [1.1919, -0.3811, 4.0667], [1.7298, -1.7257, 4.1413], [0.7294, -2.7276, 4.4661], [0.0500, -2.6439, 5.8377], [3.0072, -1.8614, 4.8185], [3.1160, -1.3541, 6.2618], [2.4784, 0.2341, 2.4388], [1.6423, 1.5593, 3.2541], [3.0267, 0.7972, 4.0238], [0.2786, -0.4256, 3.4659], [0.8959, 0.0130, 5.0522], [1.1747, -3.7195, 4.3528], [-0.0507, -2.6748, 3.6993], [0.7156, -2.9469, 6.6443], [-0.8087, -3.3182, 5.8608], [-0.3198, -1.6403, 6.0508], [3.7614, -1.3419, 4.2208], [3.2973, -2.9138, 4.7820], [2.7053, -0.3497, 6.3739], [4.1670, -1.3087, 6.5538], [2.6127, -2.0095, 6.9704], [-2.9987, -1.3178, 3.0979], [-3.4283, -0.0802, 2.3261], [-4.3270, 0.7691, 3.0812], [-4.9890, 1.7762, 2.2733], [-4.1229, 2.8520, 1.6080], [-3.8303, 1.2061, 4.3735], [-2.4881, 1.9484, 4.4160], [-3.8627, -1.8682, 3.4714], [-2.4319, -1.9818, 2.4432], [-2.3552, -1.0674, 3.9436], [-3.9520, -0.4007, 1.4219], [-2.5268, 0.4559, 1.9866], [-5.7511, 2.2625, 2.8879], [-5.5419, 1.2499, 1.4883], [-3.7439, 3.5763, 2.3278], [-4.7232, 3.4057, 0.8824], [-3.2783, 2.4220, 1.0687], [-3.7498, 0.3265, 5.0181], [-4.6006, 1.8250, 4.8392], [-1.7171, 1.4321, 3.8412], [-2.1368, 2.0082, 5.4482], [-2.5665, 2.9681, 4.0423], [-6.1031, 4.4174, -6.0687], [-5.1704, 3.9140, -4.9773], [-5.4511, 4.4984, -3.6807], [-4.3953, 4.2888, -2.7077], [-4.0890, 2.8514, -2.2718], [-6.8091, 4.3271, -3.1968], [-7.3574, 2.8994, -3.0777], [-6.1139, 5.5074, -6.0952], [-5.7636, 4.0566, -7.0402], [-7.1261, 4.0657, -5.9301], [-4.1473, 4.1883, -5.2470], [-5.2015, 2.8127, -4.9618], [-4.6236, 4.8877, -1.8216], [-3.4796, 4.7223, -3.1222], [-4.8680, 2.4464, -1.6268], [-3.1590, 2.8339, -1.6997], [-3.9593, 2.1824, -3.1229], [-7.4749, 4.8916, -3.8552], [-6.8860, 4.8247, -2.2273], [-7.1757, 2.3151, -3.9807], [-8.4381, 2.9352, -2.9269], [-6.9315, 2.3615, -2.2320]],
  "atomic_forces_ev_per_a": [[-0.05, 0.79, 0.07], [0.12, -0.24, 0.01], [-0.32, 0.21, -0.50], [0.13, -0.13, 0.45], [-0.10, 0.68, -0.23], [-0.42, -0.45, -0.30], [-0.29, 0.00, 0.05], [-0.43, 0.26, 0.23], [0.19, 0.00, -0.02], [0.13, -0.11, -0.11], [0.09, 0.36, 0.07], [0.38, -0.13, -0.27], [-0.48, -0.39, 0.07], [0.20, 0.18, 0.62], [0.41, 0.35, -0.04], [-0.28, -0.23, -0.46], [0.12, -0.20, 0.22], [-0.06, -0.25, 0.16], [0.11, 0.03, 0.04], [-0.15, 0.23, -0.38], [0.53, 0.07, 0.20], [0.14, 0.04, -0.39], [-0.28, -0.16, 0.21], [-0.01, -0.32, 0.05], [0.07, -0.26, -0.27], [-0.19, -0.13, 0.20], [0.06, 0.07, 0.20], [0.21, 0.12, 0.04], [-0.01, -0.18, 0.15], [-0.02, -0.26, -0.10], [0.03, -0.23, 0.16], [-0.21, 0.15, -0.08], [0.08, 0.16, 0.18], [0.21, -0.06, 0.09], [0.10, 0.05, -0.28], [-0.01, 0.04, 0.02], [0.06, 0.13, 0.00], [-0.08, -0.20, -0.10], [-0.20, -0.10, -0.02], [-0.05, -0.11, 0.00], [0.24, 0.12, 0.01], [0.05, -0.06, 0.02], [0.01, -0.03, 0.00], [0.00, 0.01, 0.01], [0.01, -0.01, -0.01], [-0.04, -0.08, 0.04], [-0.02, 0.03, -0.02], [0.13, 0.04, 0.01], [0.02, 0.11, -0.02], [0.02, 0.06, 0.02], [0.00, 0.00, -0.02], [0.02, 0.02, 0.00], [-0.05, 0.04, -0.01], [-0.10, -0.04, 0.00], [-0.01, 0.01, -0.02], [0.00, 0.00, -0.01], [-0.06, 0.04, 0.01], [0.10, -0.04, -0.01], [0.12, -0.07, 0.01], [-0.11, 0.04, -0.02], [-0.12, 0.06, -0.13], [-0.08, 0.08, 0.00], [0.09, -0.05, 0.21], [-0.03, 0.05, 0.06], [-0.03, 0.04, 0.02], [0.02, 0.00, -0.01], [-0.01, -0.03, 0.01], [-0.05, 0.08, -0.01], [0.01, -0.04, -0.03], [0.04, -0.01, 0.07], [0.06, -0.06, 0.00], [0.06, -0.03, 0.01], [0.00, -0.01, 0.00], [0.01, -0.02, 0.01], [0.02, -0.02, -0.05], [-0.04, 0.04, -0.08], [-0.01, -0.02, -0.01], [-0.01, -0.01, 0.00], [0.03, -0.02, -0.07], [0.00, -0.03, -0.03], [-0.06, -0.04, -0.11], [0.06, 0.06, 0.09], [0.17, 0.03, 0.07], [0.03, 0.02, 0.10], [-0.23, 0.03, -0.04], [-0.04, 0.02, 0.08], [-0.01, 0.01, 0.04], [0.00, -0.02, 0.00], [-0.01, 0.01, 0.00], [0.04, -0.01, 0.08], [0.01, 0.00, -0.03], [-0.08, 0.00, -0.01], [-0.02, -0.02, -0.08], [-0.02, -0.04, -0.04], [0.00, 0.01, 0.00], [-0.03, 0.01, -0.03], [0.04, -0.02, -0.04], [0.09, -0.01, 0.03], [0.01, 0.01, -0.01], [0.00, 0.01, 0.00], [0.05, -0.04, -0.04]]
}